Below is the molecule C11H17N5O4, with properties calculated with the ωB97M-V functional and the def2-TZVPD basis.

* E_LUMO: 0.58 eV
* highest occupied orbital energy: -8.88 eV
* energy relative to the best compared isomer or geometry (same formula, charge and spin): 206.10 kJ/mol
* SMILES: NC(=O)CC[C@H](N)C(=O)N[C@@H](Cc1c[nH]cn1)C(=O)O
* HOMO-LUMO gap: 9.46 eV

Structure (ORCA input):
```
! wB97M-V def2-TZVPD RIJCOSX def2/J DEFGRID3
* xyz 0 1
C -1.08 -1.36 0.40
C 0.51 -1.31 0.60
C -1.60 0.07 0.14
C -3.08 0.27 0.25
C -3.78 -0.27 -0.87
C 2.42 -0.47 -0.60
C 3.49 -1.58 -0.84
C 2.77 0.70 0.31
C 1.77 1.80 0.14
C 1.03 2.48 1.08
C 0.82 3.43 -0.93
H -1.15 -1.57 2.34
H -1.54 -2.94 1.67
H -1.25 -1.99 -0.50
H -1.02 0.65 0.90
H -1.18 0.37 -0.82
H -3.32 1.32 0.32
H -3.54 -0.08 1.15
H -3.82 -2.00 0.20
H -4.84 -1.93 -1.31
H 0.87 -1.77 -1.33
H 2.46 -0.01 -1.53
H 2.92 0.39 1.34
H 3.69 1.06 -0.10
H 0.71 2.35 2.09
H 0.51 4.05 -1.80
H -0.32 4.10 0.85
H 5.29 -2.27 -0.68
N -1.71 -1.94 1.53
N -4.09 -1.61 -0.66
N 1.09 -1.08 -0.61
N 1.61 2.40 -1.13
N 0.44 3.56 0.45
O 1.09 -1.17 1.68
O -4.14 0.36 -1.88
O 3.18 -2.57 -1.48
O 4.78 -1.47 -0.38
*
```



Below is the molecule C11H17NO2, with properties calculated with the ωB97M-V functional and the def2-TZVPD basis.

* E_LUMO: 0.87 eV
* highest occupied orbital energy: -8.23 eV
* energy relative to the best compared isomer or geometry (same formula, charge and spin): 156.39 kJ/mol
* SMILES: COc1ccc(OC)c(C[C@H](C)N)c1
* HOMO-LUMO gap: 9.10 eV

Structure (ORCA input):
```
! wB97M-V def2-TZVPD RIJCOSX def2/J DEFGRID3
* xyz 0 1
C 4.60 -0.25 -0.14
C 2.25 -0.12 0.18
C 2.11 1.09 -0.48
C 0.88 1.72 -0.66
C -0.25 1.16 -0.13
C -1.94 2.68 0.60
C -0.14 -0.08 0.52
C -1.31 -0.80 1.14
C -2.19 -1.51 0.16
C -1.45 -2.26 -0.95
C 1.11 -0.68 0.72
H 4.94 0.66 0.35
H 4.45 -0.06 -1.22
H 5.41 -0.99 -0.05
H 3.04 1.53 -0.88
H 0.91 2.69 -1.23
H -1.12 3.37 0.87
H -2.36 2.09 1.51
H -2.80 3.25 0.16
H -0.90 -1.52 1.84
H -1.97 -0.17 1.71
H -2.79 -2.23 0.70
H -2.18 -2.83 -1.54
H -0.78 -3.01 -0.56
H -0.87 -1.58 -1.57
H -3.89 -1.08 -0.91
H -2.71 0.16 -0.94
H 1.22 -1.62 1.20
N -3.19 -0.57 -0.38
O 3.38 -0.78 0.39
O -1.45 1.74 -0.40
*
```



Below is the molecule C11H17NO2S, with properties calculated with the ωB97M-V functional and the def2-TZVPD basis.

* E_LUMO: 0.80 eV
* highest occupied orbital energy: -8.36 eV
* energy relative to the best compared isomer or geometry (same formula, charge and spin): 49.04 kJ/mol
* SMILES: CC(C)OC[C@H](O)CSc1ccccn1
* HOMO-LUMO gap: 9.16 eV

Structure (ORCA input):
```
! wB97M-V def2-TZVPD RIJCOSX def2/J DEFGRID3
* xyz 0 1
C 3.30 2.69 0.38
H 3.38 2.67 1.47
H 3.96 3.45 -0.01
H 2.27 2.94 0.12
C 3.66 1.32 -0.19
C 5.09 0.94 0.19
H 5.38 0.00 -0.28
H 5.17 0.83 1.27
H 5.78 1.71 -0.14
O 2.70 0.41 0.32
C 2.69 -0.85 -0.29
C 1.41 -1.58 0.12
O 1.51 -2.89 -0.38
H 0.69 -3.36 -0.18
C 0.19 -0.84 -0.42
H 0.22 0.20 -0.11
H 0.15 -0.92 -1.50
S -1.34 -1.56 0.26
C -2.45 -0.21 0.08
N -1.99 0.91 -0.44
C -2.82 1.93 -0.58
C -4.15 1.88 -0.20
C -4.63 0.70 0.35
C -3.78 -0.37 0.50
H -4.10 -1.31 0.92
H -5.67 0.62 0.66
H -4.79 2.74 -0.33
H -2.38 2.82 -1.01
H 1.36 -1.59 1.22
H 3.55 -1.47 0.01
H 2.71 -0.75 -1.39
H 3.58 1.35 -1.29
*
```



Below is a cluster of 3 separate species, C11H17O14P in total, with properties calculated with the ωB97M-V functional and the def2-TZVPD basis.

* E_LUMO: 0.15 eV
* highest occupied orbital energy: -10.17 eV
* SMILES: CC(=O)OCO[P@@](=O)(OO)OCC=O.O=C1OCCO1.O=C1OCCO1
* HOMO-LUMO gap: 10.32 eV

Structure (ORCA input):
```
! wB97M-V def2-TZVPD RIJCOSX def2/J DEFGRID3
* xyz 0 1
C 0.38 -0.30 -1.31
C 0.34 -0.74 -2.74
O 1.11 -1.59 -3.15
O -0.54 -0.10 -3.57
C -1.74 -0.81 -3.89
O -1.86 -1.96 -3.08
P -3.22 -2.11 -2.27
O -4.40 -1.89 -3.09
O -3.16 -3.63 -1.72
O -1.93 -4.32 -2.04
O -3.18 -1.28 -0.93
C -3.20 0.15 -1.09
C -4.54 0.67 -1.55
O -4.60 1.52 -2.42
H 1.19 0.41 -1.22
H -0.51 0.24 -1.02
H 0.51 -1.14 -0.65
H -2.56 -0.12 -3.74
H -1.71 -1.06 -4.94
H -1.24 -3.89 -1.51
H -2.41 0.54 -1.71
H -3.04 0.55 -0.10
H -5.46 0.27 -1.09
C 0.18 1.03 3.39
C 0.56 2.48 3.28
O 0.49 2.71 1.87
C -0.35 1.80 1.34
O -0.74 1.81 0.22
O -0.67 0.85 2.24
H -0.35 0.79 4.31
H 1.03 0.36 3.30
H -0.15 3.14 3.78
H 1.56 2.69 3.66
C 4.87 -0.49 1.73
C 4.64 0.99 1.47
O 3.60 1.30 2.40
C 3.65 0.40 3.41
O 3.02 0.48 4.41
O 4.50 -0.61 3.11
H 5.90 -0.79 1.59
H 4.22 -1.13 1.14
H 5.51 1.60 1.70
H 4.32 1.19 0.45
*
```



Below is a cluster of 2 separate species, C11H18 in total, with properties calculated with the ωB97M-V functional and the def2-TZVPD basis.

* E_LUMO: 0.83 eV
* highest occupied orbital energy: -8.92 eV
* energy relative to the best compared isomer or geometry (same formula, charge and spin): 260.52 kJ/mol
* SMILES: Cc1ccccc1.CC(C)C
* HOMO-LUMO gap: 9.75 eV

Structure (ORCA input):
```
! wB97M-V def2-TZVPD RIJCOSX def2/J DEFGRID3
* xyz 0 1
C 0.47 -1.76 -0.80
C 0.46 -2.48 0.57
C 1.89 -1.77 -1.55
C -0.54 -2.49 -1.68
H 0.13 -0.72 -0.59
H 0.65 -3.54 0.25
H 1.99 -2.73 -2.07
H 1.66 -1.04 -2.23
H 2.75 -1.37 -0.87
H -0.17 -3.27 -2.41
H -1.37 -2.97 -1.26
H -0.52 -2.46 1.00
H 1.12 -2.21 1.35
H -1.01 -1.66 -2.25
C -2.50 1.44 0.38
C -0.77 3.21 0.77
C -1.16 1.87 0.62
C 0.56 3.51 0.89
C -0.30 0.91 1.00
C 1.54 2.52 1.00
C 1.09 1.23 1.19
H -1.61 4.02 0.82
H 0.69 4.56 0.74
H -3.12 1.78 1.41
H -2.54 0.30 0.32
H -0.64 -0.08 1.18
H 2.53 2.80 1.15
H 1.82 0.43 1.28
H -3.08 1.98 -0.22
*
```



Below is a cluster of 2 separate species, C11H18 in total, with properties calculated with the ωB97M-V functional and the def2-TZVPD basis.

* E_LUMO: 1.04 eV
* highest occupied orbital energy: -9.09 eV
* energy relative to the best compared isomer or geometry (same formula, charge and spin): 74.99 kJ/mol
* SMILES: Cc1ccccc1.CC(C)C
* HOMO-LUMO gap: 10.13 eV

Structure (ORCA input):
```
! wB97M-V def2-TZVPD RIJCOSX def2/J DEFGRID3
* xyz 0 1
C -0.53 2.21 -0.37
C 0.54 1.20 0.09
C -0.31 3.53 0.36
C -0.41 2.37 -1.88
H -1.51 1.77 -0.21
H 0.28 0.16 -0.08
H -0.18 3.35 1.43
H 0.59 3.99 -0.04
H -1.11 4.25 0.19
H -0.79 1.52 -2.45
H -1.06 3.18 -2.25
H 0.59 2.55 -2.27
H 0.87 1.25 1.14
H 1.44 1.36 -0.51
C -0.68 -2.24 -1.59
C 1.24 -2.09 0.01
C -0.07 -2.42 -0.22
C 1.74 -1.99 1.32
C -0.97 -2.54 0.85
C 0.82 -1.96 2.34
C -0.54 -2.26 2.11
H 1.90 -1.71 -0.77
H 2.78 -2.10 1.63
H 0.00 -2.42 -2.42
H -1.02 -1.21 -1.71
H -2.03 -2.71 0.68
H 1.10 -1.91 3.39
H -1.16 -2.25 3.00
H -1.53 -2.90 -1.74
*
```



Below is a cluster of 2 separate species, C11H18BBrO4P in total, with properties calculated with the ωB97M-V functional and the def2-TZVPD basis.

* E_LUMO: -4.15 eV
* highest occupied orbital energy: -12.39 eV
* HOMO-LUMO gap: 8.24 eV

Structure (ORCA input):
```
! wB97M-V def2-TZVPD RIJCOSX def2/J DEFGRID3
* xyz 1 1
C 2.41 0.92 -0.85
C 2.02 2.15 -1.87
O 0.62 2.59 -1.81
B 0.32 3.35 -0.58
O 1.22 4.34 0.07
P -1.42 2.98 0.22
C -2.57 2.51 -1.23
C -2.84 0.90 -1.42
C -3.83 0.33 -0.25
Br -1.19 -0.23 -1.44
H 3.40 1.27 -0.27
H 2.58 -0.07 -1.47
H 1.60 0.68 -0.04
H 2.20 1.74 -2.97
H 2.72 3.10 -1.77
H 1.18 4.10 1.06
H -1.88 4.20 0.89
H -1.21 1.90 1.15
H -2.12 2.95 -2.22
H -3.62 3.04 -1.04
H -3.35 0.77 -2.49
H -4.15 1.22 0.45
H -4.77 -0.15 -0.81
H -3.26 -0.54 0.33
C 1.82 -4.73 2.35
C 2.44 -3.55 2.42
C 2.00 -2.40 1.60
O 2.57 -1.32 1.66
C 0.84 -2.61 0.71
C 0.22 -3.79 0.64
C 0.66 -4.94 1.46
O 0.09 -6.02 1.40
H 2.13 -5.58 2.95
H 3.29 -3.38 3.07
H 0.53 -1.76 0.11
H -0.63 -3.96 -0.01
*
```



Below is a cluster of 2 separate species, C11H18BFO2 in total, with properties calculated with the ωB97M-V functional and the def2-TZVPD basis.

* E_LUMO: 0.40 eV
* highest occupied orbital energy: -9.25 eV
* SMILES: Fc1ccccc1.COCBCCCO
* HOMO-LUMO gap: 9.64 eV

Structure (ORCA input):
```
! wB97M-V def2-TZVPD RIJCOSX def2/J DEFGRID3
* xyz 0 1
C 3.73 1.68 0.36
O 3.92 2.73 -0.57
C 2.88 2.86 -1.55
B 1.76 3.78 -0.90
C 0.56 3.19 -0.09
C -0.32 2.26 -0.95
C -0.74 1.01 -0.19
O -1.75 0.25 -0.84
H 3.04 1.95 1.17
H 3.35 0.78 -0.13
H 4.70 1.46 0.81
H 2.53 1.87 -1.86
H 3.36 3.33 -2.41
H 1.88 4.97 -1.02
H 0.99 2.59 0.73
H -0.06 3.96 0.37
H 0.20 1.94 -1.87
H -1.22 2.78 -1.28
H -1.17 1.30 0.78
H 0.14 0.39 0.02
H -1.36 -0.16 -1.63
F -3.25 -4.20 -1.51
C -2.73 -3.97 -0.28
C -2.65 -2.67 0.17
C -2.09 -2.45 1.42
C -1.64 -3.51 2.20
C -1.74 -4.80 1.71
C -2.29 -5.05 0.46
H -3.00 -1.85 -0.44
H -2.02 -1.43 1.79
H -1.22 -3.33 3.17
H -1.39 -5.64 2.31
H -2.37 -6.05 0.06
*
```



Below is a structure of composition C11H18CeN4O4PS3, with properties calculated with the ωB97M-V functional and the def2-TZVPD basis.

* E_LUMO: -4.83 eV
* highest occupied orbital energy: -11.41 eV
* HOMO-LUMO gap: 6.57 eV

Structure (ORCA input):
```
! wB97M-V def2-TZVPD RIJCOSX def2/J DEFGRID3
* xyz 1 1
Ce 1.82 0.14 0.46
C -2.68 -1.12 1.67
C -1.28 -1.01 1.15
N -0.51 -0.01 1.41
N -1.03 0.90 2.29
C -0.28 1.94 2.60
N -0.77 2.69 3.60
S 1.19 2.51 1.85
C -0.69 -2.13 0.39
C -1.17 -3.42 0.54
C -0.48 -4.47 -0.06
C 0.63 -4.19 -0.83
C 1.01 -2.87 -0.97
N 0.37 -1.86 -0.38
H -3.08 -0.13 1.87
H -2.69 -1.67 2.61
H -3.31 -1.65 0.95
H -1.51 2.31 4.17
H -0.20 3.43 3.98
H -2.04 -3.61 1.15
H -0.82 -5.49 0.08
H 1.21 -4.98 -1.30
H 1.86 -2.61 -1.58
O 5.22 -1.64 1.43
S 3.93 -1.12 1.22
O 3.76 0.37 1.48
O 3.43 -1.20 -0.22
S 2.40 -1.89 2.25
C -1.12 0.95 -2.70
P 0.08 2.08 -2.04
C 0.73 3.11 -3.34
C -0.79 3.15 -0.93
O 1.24 1.27 -1.41
H -1.92 1.50 -3.21
H -1.54 0.38 -1.87
H -0.65 0.27 -3.41
H -0.06 3.73 -3.77
H 1.18 2.49 -4.12
H 1.50 3.75 -2.91
H -1.57 3.66 -1.49
H -0.11 3.88 -0.49
H -1.24 2.57 -0.12
*
```



Below is a structure of composition C11H18Cl2O4Pb, with properties calculated with the ωB97M-V functional and the def2-TZVPD basis.

* E_LUMO (alpha / beta): 4.99 / 3.07 eV
* highest occupied orbital energy (alpha / beta): -1.02 / -0.63 eV
* energy relative to the best compared isomer or geometry (same formula, charge and spin): 45.32 kJ/mol
* HOMO-LUMO gap (alpha / beta): 6.01 / 3.70 eV

Structure (ORCA input):
```
! wB97M-V def2-TZVPD RIJCOSX def2/J DEFGRID3
* xyz -2 1
C 1.56 0.70 -0.36
C 1.07 1.52 0.69
C -0.27 1.83 0.41
C 1.87 2.08 1.79
C -0.62 1.18 -0.80
C 0.51 0.46 -1.27
C 0.61 -0.17 -2.58
C 2.95 0.26 -0.52
C -1.12 2.63 1.28
C -1.83 1.42 -1.58
Pb -0.37 -3.04 0.05
Cl -0.60 -1.23 2.26
Cl 2.22 -2.76 0.38
O -1.64 -1.59 -0.88
H 2.69 1.40 2.03
H 1.23 2.18 2.67
H 2.27 3.05 1.46
H -1.11 2.29 2.33
H -2.15 2.63 0.91
H -0.75 3.66 1.22
H -2.69 1.58 -0.93
H -2.04 0.54 -2.19
H -1.66 2.28 -2.26
H -0.36 -0.59 -2.82
H 1.31 -1.00 -2.52
H 0.92 0.56 -3.36
H 3.34 -0.20 0.41
H 3.58 1.12 -0.83
H 3.00 -0.53 -1.29
H -2.39 -2.12 -1.20
O 0.01 -3.11 -2.19
H 0.80 -3.65 -2.55
O -3.65 -3.38 3.70
C -2.60 -3.41 3.03
O -2.08 -4.09 2.12
H -2.03 -2.49 3.39
*
```



Below is a structure of composition C11H18Cl4OZr, with properties calculated with the ωB97M-V functional and the def2-TZVPD basis.

* E_LUMO: 4.96 eV
* highest occupied orbital energy: 0.77 eV
* HOMO-LUMO gap: 4.18 eV

Structure (ORCA input):
```
! wB97M-V def2-TZVPD RIJCOSX def2/J DEFGRID3
* xyz -2 1
C -1.67 -0.92 0.11
C -0.97 -1.66 -0.88
C -0.26 -0.73 -1.70
C -0.93 -3.13 -1.00
C -0.61 0.59 -1.26
C -1.53 0.46 -0.19
C -2.26 1.55 0.48
C -2.39 -1.48 1.27
C 0.70 -1.08 -2.76
C -0.11 1.88 -1.78
Zr 2.18 0.47 1.64
Cl 1.85 -1.96 1.13
Cl 1.26 0.04 3.88
Cl 3.09 0.82 -0.62
H -0.97 -3.60 -0.02
H -0.01 -3.47 -1.48
H -1.77 -3.52 -1.59
H 1.22 -2.00 -2.48
H 1.46 -0.30 -2.87
H 0.21 -1.24 -3.74
H 0.83 1.74 -2.32
H 0.10 2.55 -0.93
H -0.86 2.36 -2.44
H -1.94 2.53 0.10
H -2.13 1.54 1.57
H -3.34 1.46 0.29
H -1.96 -2.44 1.56
H -3.46 -1.62 1.07
H -2.29 -0.80 2.13
O 0.68 1.63 1.32
H 0.10 2.04 1.99
Cl 4.63 1.03 3.24
C 3.68 2.04 2.20
H 3.18 2.86 2.73
H 4.28 2.37 1.34
*
```



Below is a structure of composition C11H18ClO3PmRuS, with properties calculated with the ωB97M-V functional and the def2-TZVPD basis.

* E_LUMO (alpha / beta): 2.57 / -0.48 eV
* highest occupied orbital energy (alpha / beta): -3.19 / -4.11 eV
* energy relative to the best compared isomer or geometry (same formula, charge and spin): 433.20 kJ/mol
* HOMO-LUMO gap (alpha / beta): 5.76 / 3.62 eV

Structure (ORCA input):
```
! wB97M-V def2-TZVPD RIJCOSX def2/J DEFGRID3
* xyz -1 10
Ru -2.70 1.92 0.50
Cl -3.85 3.23 1.78
C -2.84 0.11 1.44
C -0.76 2.59 0.49
H -3.92 0.13 1.66
H -2.59 -0.83 0.88
H -2.28 0.20 2.39
H -0.96 3.65 0.25
H 0.04 2.17 -0.20
H -0.47 2.51 1.55
Pm -0.48 -0.20 0.03
C 1.80 0.42 -1.03
C -1.09 -0.70 -2.02
H 1.52 0.33 -2.11
H 2.24 1.40 -0.76
H 2.52 -0.39 -0.75
H -1.45 0.44 -2.40
H -2.36 -0.65 -1.73
C 6.24 -4.21 -0.33
C 4.96 -3.71 0.26
C 4.88 -3.03 1.41
C 3.70 -2.56 1.97
C 2.49 -2.78 1.20
C 2.52 -3.58 0.10
C 3.74 -4.04 -0.45
S 0.94 -2.17 1.83
O 0.66 -2.82 3.07
O 1.03 -0.66 1.87
O 0.00 -2.46 0.68
H 6.98 -3.39 -0.45
H 6.70 -4.95 0.35
H 6.10 -4.66 -1.30
H 5.84 -2.80 1.96
H 3.66 -2.01 2.88
H 1.59 -3.82 -0.44
H 3.78 -4.57 -1.35
*
```



Below is a structure of composition C11H18F6NO6Y, with properties calculated with the ωB97M-V functional and the def2-TZVPD basis.

* E_LUMO: -10.72 eV
* highest occupied orbital energy: -15.42 eV
* energy relative to the best compared isomer or geometry (same formula, charge and spin): 733.35 kJ/mol
* HOMO-LUMO gap: 4.70 eV

Structure (ORCA input):
```
! wB97M-V def2-TZVPD RIJCOSX def2/J DEFGRID3
* xyz 2 1
Y 20.00 -15.78 -16.44
O 19.42 -16.88 -17.53
H 18.77 -17.39 -18.05
C 18.10 -19.11 -15.72
O 18.20 -19.65 -14.64
N 17.49 -19.65 -16.78
C 16.74 -20.91 -16.76
C 17.43 -18.93 -18.01
H 18.59 -18.14 -15.91
H 16.65 -21.43 -17.72
H 15.75 -20.68 -16.38
H 17.20 -21.60 -16.05
H 18.09 -18.07 -18.13
H 17.64 -19.63 -18.81
H 16.40 -18.60 -18.10
C 19.66 -19.29 -18.78
C 20.69 -18.19 -18.93
O 21.41 -18.48 -20.08
C 22.13 -17.51 -20.68
O 22.23 -16.34 -20.31
C 22.97 -17.95 -21.90
F 23.05 -16.92 -22.78
F 24.18 -18.17 -21.45
F 22.46 -19.03 -22.50
H 18.75 -19.21 -19.36
H 19.41 -19.41 -17.72
H 20.21 -20.23 -18.86
H 21.28 -18.08 -18.02
H 20.21 -17.22 -19.03
C 19.08 -15.94 -19.98
C 17.99 -16.89 -19.61
O 17.26 -17.28 -20.75
C 16.64 -18.44 -20.88
O 16.62 -19.35 -20.02
C 15.78 -18.61 -22.17
F 15.80 -17.46 -22.94
F 16.28 -19.60 -22.91
F 14.55 -18.88 -21.83
H 18.69 -14.93 -20.14
H 19.59 -16.33 -20.86
H 19.83 -15.84 -19.20
H 17.33 -16.31 -18.96
H 18.25 -17.70 -18.93
*
```